Molecular formula: C4H11O2P
Method: DFT, wB97M-V/def2-TZVPD

For the electronic energy, the calculation gives -650.75418 Ha. As for the HOMO-LUMO gap: 8.490 eV. Its energy above the lowest of the compared OMol25 structures with the same formula, charge and spin is 1.958 eV. The total charge is 0.

The geometry in XYZ format:
```
18
Properties=species:S:1:pos:R:3:forces:R:3
C -0.084549 1.163866 2.228547 -0.737 -2.155 1.672
C 1.219609 -1.328768 -1.570305 -0.861 -1.931 -0.385
C 1.041037 0.449661 1.558128 -1.145 -1.375 -2.477
C -0.982736 0.361074 -1.348386 1.758 -0.844 0.113
O -0.976123 -2.126431 -0.024202 -0.096 -0.391 0.396
O -2.040292 0.695079 -0.514975 -2.784 0.463 -0.713
P -0.090708 -0.994727 -0.349809 1.414 3.272 -0.231
H 0.366752 1.828685 2.965791 -0.382 0.515 -0.108
H -0.752636 1.582958 1.522274 -0.208 1.254 -0.686
H -0.805743 0.493425 2.783103 1.074 0.335 -0.308
H 2.017996 -1.851640 -1.086609 0.761 -0.160 0.268
H 0.795737 -2.107011 -2.297910 0.428 1.318 0.729
H 1.580860 -0.435160 -2.058502 -0.010 0.188 -0.118
H 1.519792 -0.434852 1.997062 -0.024 0.770 0.060
H 1.659842 1.219387 1.055918 0.097 -1.115 -0.021
H -0.253867 1.202799 -1.636310 -1.182 -0.852 0.741
H -1.313374 -0.097851 -2.289741 0.079 0.006 0.085
H -2.901597 0.379507 -0.934074 1.818 0.703 0.983
```
Positions in Å, forces in eV/Å.

***

Molecular formula: C4H11O3
Method: DFT, wB97M-V/def2-TZVPD

For the electronic energy, the calculation gives -384.69866 Ha. As for the HOMO-LUMO gap: 6.271 eV. Its energy above the lowest of the compared OMol25 structures with the same formula, charge and spin is 1.496 eV. The total charge is -1.

The geometry in XYZ format:
```
18
Properties=species:S:1:pos:R:3:forces:R:3
C 1.198527 1.463653 0.212880 -0.055 -0.962 0.483
O 0.688643 2.246902 1.157227 -0.662 0.181 0.278
C 1.037186 -0.113590 0.501161 0.854 1.184 0.504
C 0.664062 -0.971287 -0.682680 -0.240 -0.761 0.140
C -0.768417 -0.766907 -1.169957 -0.176 -0.136 0.037
O -1.610734 -1.917192 -1.002858 -0.024 -0.179 -0.037
H 2.303515 1.561230 0.172577 0.327 0.199 -0.637
H 0.791229 1.602237 -0.820315 0.025 0.192 -0.195
H 0.377814 -0.162895 1.380999 -0.281 -0.285 -0.454
H 2.018250 -0.400612 0.897501 -0.056 -0.346 -0.046
H 0.806517 -2.034884 -0.404057 -0.229 0.122 -0.113
H 1.329868 -0.847715 -1.536322 0.329 0.358 0.094
H -1.245174 0.017359 -0.602730 -0.091 0.396 0.165
H -0.796326 -0.459882 -2.217178 0.041 -0.084 -0.124
H -1.043444 -2.684775 -0.894269 0.040 0.044 -0.034
H -1.830979 1.911669 1.800746 0.064 -0.263 -0.228
H -1.592004 0.474176 1.529768 -0.094 0.093 -0.016
O -2.328528 1.082514 1.677506 0.227 0.248 0.184
```
Positions in Å, forces in eV/Å.

***

Molecular formula: C4H11O3PS
Method: DFT, wB97M-V/def2-TZVPD

Its SMILES is CP(C)(C)=O.C=S(=O)=O. For the electronic energy, the calculation gives -1124.15891 Ha. As for the HOMO-LUMO gap: 9.021 eV. Its energy above the lowest of the compared OMol25 structures with the same formula, charge and spin is 1.170 eV. The total charge is 0.

The geometry in XYZ format:
```
20
Properties=species:S:1:pos:R:3:forces:R:3
C 1.233567 -1.226938 -1.389564 1.170 3.246 -0.427
P -0.073390 0.228926 -0.992706 0.329 -2.768 -0.014
C -1.062575 0.910602 -2.394301 -2.579 -1.743 2.484
C 0.838773 1.602767 -0.425609 -5.021 0.802 1.392
O -0.926378 -0.333845 0.098790 -0.943 -0.125 0.113
H 2.230995 -0.760116 -1.773665 -1.672 -0.564 0.643
H 0.979442 -1.951247 -2.143072 -0.603 -0.328 0.022
H 1.458460 -1.628565 -0.393971 -0.413 -0.062 -0.298
H -1.997305 1.481621 -1.960704 1.869 -1.345 -0.775
H -1.343577 0.097167 -3.059957 -0.527 -0.142 0.216
H -0.529186 1.529503 -2.987535 1.956 2.342 -1.673
H -0.046195 2.335945 -0.196762 1.911 -0.813 -0.611
H 1.435959 1.828924 -1.187965 2.799 1.819 -2.717
H 1.248703 1.369506 0.486138 1.442 -0.446 1.998
C -1.007606 -1.263686 3.755705 2.621 -3.057 -3.842
S -0.289705 -0.525296 2.468956 1.525 0.029 2.265
O -0.168957 0.875908 2.584953 -0.717 2.149 -0.516
O 0.894320 -1.196617 2.025944 -0.112 -0.925 -0.746
H -0.965293 -2.310452 3.339454 0.012 0.476 1.215
H -1.910051 -1.064106 4.145871 -3.049 1.454 1.270
```
Positions in Å, forces in eV/Å.

***

Molecular formula: C4H11OP
Method: DFT, wB97M-V/def2-TZVPD

Its SMILES is CC(C)[P@@H](C)=O. For the electronic energy, the calculation gives -575.57504 Ha. As for the HOMO-LUMO gap: 10.424 eV. Its energy above the lowest of the compared OMol25 structures with the same formula, charge and spin is 0.666 eV. The total charge is 0.

The geometry in XYZ format:
```
17
Properties=species:S:1:pos:R:3:forces:R:3
C 1.405172 -0.598357 0.092063 2.121 2.280 -0.991
C 0.360952 0.491277 0.478954 -1.373 -1.498 -4.302
C 0.881594 1.840855 -0.044494 -0.301 -1.185 -0.335
P -1.289771 0.114890 -0.408308 0.900 0.796 2.394
C -1.572385 -1.570176 0.099082 1.085 -2.323 0.653
O -2.415209 1.018462 -0.093255 -0.197 0.443 -0.038
H 2.386736 -0.122937 0.490296 -1.261 -1.486 -0.037
H 1.159808 -1.580680 0.475753 0.465 -0.130 -0.042
H 1.727039 -0.594656 -1.049525 -1.408 -0.255 2.053
H 0.093272 0.450360 1.512975 0.109 0.272 0.794
H 1.278801 1.804437 -1.140551 -0.454 -0.058 2.232
H 1.587801 1.930879 0.761986 1.149 1.504 -0.423
H 0.072679 2.547777 0.029624 0.019 0.667 0.032
H -0.947723 0.154949 -1.746470 0.289 -0.358 -0.659
H -2.645101 -1.838827 0.267532 0.963 0.401 -0.230
H -1.164184 -2.155464 -0.775728 -0.502 0.030 0.983
H -0.919475 -1.892788 1.050065 -1.603 0.897 -2.084
```
Positions in Å, forces in eV/Å.